An isolated ion of composition C5H8N and charge +1 in a non-equilibrium geometry, computed with ωB97M-V/def2-TZVPD.

Last column: natural (NBO) charge in e.
Geometry (Å):
C 2.9309 0.2279 0.0910  -0.288
C 1.8299 -0.4725 -0.1493  -0.268
C 0.5189 0.2165 -0.2016  -0.117
C -0.8243 -0.0441 -0.0837  0.096
C -2.1323 -0.7982 0.0837  -0.196
N -2.1228 0.6620 -0.0736  -0.514
H 3.1528 1.2336 0.5081  0.231
H 3.9075 -0.3837 0.2866  0.236
H 1.8767 -1.4924 -0.6171  0.243
H 0.7976 1.2369 -0.1218  0.234
H -2.5207 -1.3068 -0.6962  0.234
H -2.4530 -1.0946 0.9773  0.227
H -2.6652 0.9367 -0.8318  0.443
H -2.2958 1.0787 0.8284  0.441

Cartesian forces (eV/Å) of the 2 atoms listed first:
C 3.27 -1.25 2.26
C -1.51 -1.30 -1.86

Properties
HOMO energy: -0.5020 Eh
SMILES: C=C/C=C1\C[NH2+]1
charge: +1
frontier orbital gap: 9.7 eV



C5H8N as an isolated structure in a non-equilibrium geometry, computed with ωB97M-V/def2-TZVPD.

Last column: natural (NBO) charge in e.
Geometry (Å):
C -1.7805 -0.3034 -1.3949  0.063
C -1.6371 -1.4389 -0.6416  -0.175
C 0.6539 -0.4216 -1.2570  -0.397
C -0.5610 0.3613 -0.7696  -0.277
C -0.3369 -1.0590 -0.3359  0.353
N 1.3945 1.4330 2.4197  -1.107
H -2.3532 -0.1458 -2.2504  0.265
H -2.0628 -2.4606 -0.5907  0.276
H 0.7633 -0.8565 -2.2966  0.282
H 1.6588 -0.2362 -0.6558  0.295
H -0.5608 1.2452 -0.1651  0.309
H 1.2959 0.4179 2.6858  0.354
H 1.1714 1.9727 3.2134  0.384
H 2.3545 1.4920 2.0387  0.376

Cartesian forces (eV/Å) of the 2 atoms listed first:
C 0.79 -1.10 3.36
C -2.57 -2.52 0.59

Properties
HOMO energy (spin up / spin down): -0.4895 / -0.4895 Eh
charge: +1
frontier orbital gap (spin up / spin down): 6.1 / 6.2 eV



An isolated ion of composition C5H8N and charge +1 in a non-equilibrium geometry, computed with ωB97M-V/def2-TZVPD.

Last column: natural (NBO) charge in e.
Geometry (Å):
C 1.7595 -0.2794 -1.5699  0.130
C 1.0138 0.8319 -0.9624  -0.387
C -0.0335 -0.2854 -0.4671  -0.259
C -0.3408 -0.2425 0.9325  0.351
C -1.6307 -0.1675 1.4638  -0.766
N 0.9936 -1.1862 -1.0927  -0.263
H 2.6302 -0.4684 -2.0826  0.232
H 1.4352 1.4608 -0.1999  0.253
H 0.6950 1.6723 -1.5877  0.272
H -0.8567 -0.4718 -1.2136  0.271
H 0.3592 -0.3021 1.6961  0.221
H -2.2674 0.2482 0.7323  0.261
H -1.8898 0.2825 2.3855  0.322
H -1.8678 -1.0923 1.9657  0.362

Cartesian forces (eV/Å) of the 2 atoms listed first:
C -2.33 0.07 2.48
C 0.09 2.15 -0.39

Properties
HOMO energy: -0.5380 Eh
charge: +1
frontier orbital gap: 7.7 eV



An isolated ion of composition C5H8N and charge +1 in a non-equilibrium geometry, computed with ωB97M-V/def2-TZVPD.

Last column: natural (NBO) charge in e.
Geometry (Å):
C 1.6161 1.1472 -0.4084  -0.625
C 0.9040 -0.1625 0.0420  -0.261
N -0.4985 -0.0679 0.1021  -0.244
C -1.5759 -0.8132 0.3828  0.325
C -2.6235 0.0933 -0.3829  -0.415
C -1.5039 0.9328 0.2481  0.123
H 1.2379 1.4693 -1.4421  0.234
H 1.4169 1.9625 0.3467  0.231
H 2.7351 0.9620 -0.5054  0.268
H 1.3726 -0.4338 0.9454  0.265
H 1.1008 -0.9997 -0.5019  0.248
H -2.3864 -0.1025 -1.3708  0.287
H -3.6058 0.1944 0.1338  0.291
H -1.4928 1.7476 1.0630  0.273

Cartesian forces (eV/Å) of the 2 atoms listed first:
C -0.26 0.26 -1.06
C 1.77 2.63 0.46

Properties
HOMO energy: -0.5552 Eh
SMILES: CC[N+]1=C2C[C@@H]21
charge: +1
frontier orbital gap: 9.1 eV



An isolated ion of composition C5H8N and charge +1 in a non-equilibrium geometry, computed with ωB97M-V/def2-TZVPD.

Last column: natural (NBO) charge in e.
Geometry (Å):
C -0.9083 -1.3719 1.4494  -0.258
C -0.0544 0.6733 -1.5755  -0.735
C -1.0438 -0.7184 0.2863  -0.255
C 1.1400 1.0624 -2.1136  0.134
C -0.0397 0.1712 -0.1860  0.170
N 1.2091 0.4578 0.5114  -0.749
H -0.0497 -1.4622 1.9861  0.167
H -1.6069 -1.9058 2.0595  0.235
H -0.3440 1.8119 -1.8250  0.367
H -0.7837 0.3336 -2.2045  0.293
H -1.9992 -0.7507 -0.1257  0.253
H 1.2066 1.3791 1.1345  0.472
H 1.7719 0.7396 -0.3379  0.446
H 1.5021 -0.4198 0.9409  0.459

Cartesian forces (eV/Å) of the 2 atoms listed first:
C -1.24 -0.69 0.53
C 0.08 1.60 1.39

Properties
HOMO energy (spin up / spin down): -0.4809 / -0.4862 Eh
charge: +1
frontier orbital gap (spin up / spin down): 8.3 / 7.4 eV



A 2-piece molecular cluster, C5H8N overall in a non-equilibrium geometry, computed with ωB97M-V/def2-TZVPD.

Last column: natural (NBO) charge in e.
Geometry (Å):
C 3.0983 0.0004 -0.4223  -0.524
C 2.2719 -0.2712 0.5403  0.122
C -1.6641 -1.0070 -0.5896  -0.260
C -1.4172 1.1243 0.1130  -0.241
C -0.5280 -0.0819 -0.2424  0.050
N -1.6491 -0.2487 0.6426  -0.441
H 4.2609 -0.0368 -0.3365  0.318
H 3.0795 0.4869 -1.3959  0.303
H 2.0533 -0.6818 1.5888  0.272
H -2.3969 -0.5947 -1.4327  0.217
H -1.6556 -2.0944 -0.6269  0.261
H -1.0113 1.8900 0.6995  0.242
H -2.2496 1.4061 -0.5772  0.219
H -1.9307 -0.5006 1.6481  0.463

Cartesian forces (eV/Å) of the 2 atoms listed first:
C 1.65 0.49 0.63
C -0.32 -0.56 0.12

Properties
HOMO energy (spin up / spin down): -0.4745 / -0.5064 Eh
charge: +1
frontier orbital gap (spin up / spin down): 6.7 / 8.5 eV



An isolated ion of composition C5H8N and charge +1 in a non-equilibrium geometry, computed with ωB97M-V/def2-TZVPD.

Last column: natural (NBO) charge in e.
Geometry (Å):
C 2.0792 -0.7178 0.2209  -0.062
C 0.9396 1.1516 -0.0811  -0.293
C 0.8446 -1.2363 -0.1600  0.215
C -0.0364 -0.0917 -0.4240  -0.349
C -1.4097 0.0031 0.2776  -0.590
N 2.2250 0.5828 0.2037  -0.045
H 2.8616 -1.4153 0.5965  0.255
H 1.1711 1.8112 -0.8414  0.271
H 0.3965 1.6987 0.5672  0.280
H 0.4178 -2.1680 -0.2506  0.247
H -0.3002 0.1004 -1.5182  0.342
H -1.7322 1.1174 0.2012  0.252
H -1.3802 -0.2711 1.2751  0.229
H -2.0806 -0.7561 -0.1894  0.248

Cartesian forces (eV/Å) of the 2 atoms listed first:
C 2.25 -1.96 1.12
C 0.69 -4.72 -2.10

Properties
HOMO energy: -0.5941 Eh
charge: +1
frontier orbital gap: 8.4 eV



An isolated ion of composition C5H8N and charge +1 in a non-equilibrium geometry, computed with ωB97M-V/def2-TZVPD.

Last column: Löwdin spin population.
Geometry (Å):
C 0.7186 0.4071 1.8532  0.432
C 0.4649 -0.6941 1.1585  0.440
C 0.7539 1.4487 0.7013  0.098
C -0.8369 -0.3572 -0.9480  0.468
C 0.4764 0.0289 -0.2067  0.138
N -1.1463 -1.0078 -2.0566  0.304
H 0.8871 0.5435 2.9455  0.013
H 0.1233 -1.6735 1.4326  0.018
H -0.0751 2.1260 0.8903  0.011
H 1.7490 1.9927 0.5832  0.033
H 1.2264 -0.1478 -0.8581  0.016
H -1.8098 -0.2190 -0.3902  0.019
H -0.4101 -1.2490 -2.7289  0.005
H -2.1214 -1.1985 -2.3760  0.005

Cartesian forces (eV/Å) of the 2 atoms listed first:
C 1.76 5.22 3.23
C -0.51 -2.07 -4.20

Properties
HOMO energy (spin up / spin down): -0.3756 / -0.5727 Eh
2S+1: 3
charge: +1
frontier orbital gap (spin up / spin down): 5.9 / 6.9 eV



C5H8N as an isolated structure in a non-equilibrium geometry, computed with ωB97M-V/def2-TZVPD.

Last column: Löwdin spin population.
Geometry (Å):
C -0.0457 1.0968 0.1028  0.196
C -1.5106 -0.8612 -0.4049  0.147
C -1.3696 0.7293 -0.1145  0.440
C -0.3916 -0.8022 0.5706  0.681
C 2.0739 -0.0367 -0.2403  0.043
N 0.6920 0.0386 0.2008  0.354
H 0.2489 2.1454 0.2090  0.021
H -2.5452 -1.1218 0.1135  -0.001
H -1.5312 -1.2339 -1.4699  0.025
H -2.1734 1.1719 0.3412  0.024
H -0.4758 -0.9496 1.5822  0.041
H 2.6019 -0.5823 0.5746  0.009
H 2.3652 0.9912 -0.2690  0.001
H 2.0613 -0.5856 -1.1960  0.020

Cartesian forces (eV/Å) of the 2 atoms listed first:
C -1.68 3.96 -1.31
C -2.69 3.18 1.91

Properties
HOMO energy (spin up / spin down): -0.4408 / -0.6187 Eh
2S+1: 3
charge: +1
frontier orbital gap (spin up / spin down): 8.1 / 9.6 eV



A 2-piece molecular cluster, C5H8N overall in a non-equilibrium geometry, computed with ωB97M-V/def2-TZVPD.

Last column: Löwdin spin population.
Geometry (Å):
C 2.5981 0.1124 -0.4119  0.157
C 2.5035 0.0415 0.8414  0.674
C -1.3260 0.2189 0.4989  0.196
C -0.2812 -0.7066 1.1100  0.618
C -1.4197 0.5027 -1.0174  0.028
N -1.4851 -1.0974 1.0513  0.125
H 1.9800 0.0273 -1.2939  0.032
H 3.7000 0.5357 -0.7668  0.095
H 2.5340 -0.2000 1.9135  0.038
H -1.8896 0.9581 1.0204  0.002
H -1.1555 1.4432 -1.3918  0.006
H -2.4698 0.6077 -1.1177  0.014
H -1.2574 -0.4969 -1.5558  0.001
H -2.0313 -1.9465 1.1197  0.014

Cartesian forces (eV/Å) of the 2 atoms listed first:
C 3.73 1.90 -2.21
C -0.77 -1.13 2.77

Properties
HOMO energy (spin up / spin down): -0.4026 / -0.5078 Eh
2S+1: 3
charge: +1
frontier orbital gap (spin up / spin down): 5.3 / 5.0 eV



Per-record energy above the lowest of the compared OMol25 structures with the same formula, charge and spin, kJ/mol: 412.9 666.9 492.9 546.5 794.4 840.5 379.4 314.1 276.2 648.3